C35H30CoN3O3P as an isolated structure at a distorted geometry. Source: the OMol25 dataset; level of theory: wB97M-V/def2-TZVPD.

Summary:
- highest occupied orbital energy (eV) = -10.46
- largest force on an atom (eV Å⁻¹) = 1.09
- net charge = +1
- energy relative to the best compared isomer or geometry (same formula, charge and spin) (kcal per mole) = 4.68

XYZ file:
```
73
C35H30CoN3O3P, DFT wB97M-V/def2-TZVPD
Co 0.0746 0.0811 0.9719
O 0.4698 1.8782 1.1966
C 1.1395 2.3172 2.2339
C 0.8687 3.6074 2.7220
C 1.5802 4.1017 3.7896
C 2.5961 3.3578 4.4131
C 2.8807 2.1047 3.9401
C 2.1543 1.5691 2.8577
C 2.4973 0.2936 2.3330
N 1.8460 -0.3387 1.4196
C 2.3858 -1.6000 0.9100
C 1.2136 -2.5187 0.5445
N -0.0024 -1.8673 1.0276
C -0.9479 -2.6011 1.4839
C -2.0031 -2.0992 2.3055
C -3.0957 -2.9269 2.6237
C -4.0273 -2.5320 3.5480
C -3.8373 -1.3093 4.2066
C -2.7579 -0.5009 3.9361
C -1.8188 -0.8633 2.9557
O -0.8094 -0.0378 2.7092
H 0.0861 4.1810 2.2449
H 1.3460 5.0915 4.1614
H 3.1462 3.7727 5.2451
H 3.6675 1.5103 4.3897
H 3.4057 -0.1766 2.7100
H 3.0445 -2.0480 1.6547
H 2.9905 -1.3856 0.0318
H 1.3246 -3.4894 1.0272
H 1.1489 -2.6916 -0.5313
H -0.8811 -3.6815 1.3462
H -3.1824 -3.8879 2.1293
H -4.8756 -3.1574 3.7848
H -4.5513 -0.9942 4.9569
H -2.6182 0.4311 4.4684
O -2.3211 1.7462 1.7222
N -1.8201 1.2689 0.5438
C -2.3160 1.9152 -0.4316
C -1.9187 1.8427 -1.8370
C -2.7067 2.5862 -2.7188
C -2.4168 2.6418 -4.0688
C -1.3181 1.9536 -4.5626
C -0.5281 1.2170 -3.6979
C -0.8097 1.1607 -2.3327
P 0.2127 0.0092 -1.3661
C -0.4676 -1.5291 -2.0608
C 0.0664 -2.2111 -3.1513
C -0.5954 -3.3153 -3.6718
C -1.8004 -3.7313 -3.1268
C -2.3612 -3.0265 -2.0693
C -1.6999 -1.9304 -1.5411
C 1.8888 0.3267 -1.9919
C 2.2922 1.6617 -2.0491
C 3.5832 1.9891 -2.4298
C 4.4889 0.9896 -2.7573
C 4.1016 -0.3404 -2.6917
C 2.8104 -0.6709 -2.3053
H -1.7393 1.2980 2.3879
H -3.0618 2.6650 -0.1824
H -3.5581 3.1287 -2.3276
H -3.0432 3.2215 -4.7330
H -1.0749 1.9885 -5.6158
H 0.3249 0.6793 -4.0931
H 0.9815 -1.8784 -3.6194
H -0.1707 -3.8430 -4.5153
H -2.3132 -4.5897 -3.5394
H -3.3184 -3.3237 -1.6609
H -2.1582 -1.3750 -0.7292
H 1.5973 2.4512 -1.7893
H 3.8813 3.0280 -2.4712
H 5.4941 1.2467 -3.0630
H 4.8038 -1.1247 -2.9416
H 2.5322 -1.7156 -2.2583
```



C29H31ClN4OPS2V as an isolated structure. Source: the OMol25 dataset; level of theory: wB97M-V/def2-TZVPD.

Summary:
- multiplicity = 2
- highest occupied orbital energy (spin up / spin down) (eV) = -3.04 / -4.78
- <S²> = 0.809
- largest force on an atom (eV Å⁻¹) = 0.37
- net charge = -1
- energy relative to the best compared isomer or geometry (same formula, charge and spin) (kcal per mole) = 0.00

XYZ file:
```
70
C29H31ClN4OPS2V, DFT wB97M-V/def2-TZVPD
V 1.2076 -0.5075 0.2877
Cl -0.4211 -5.2905 -5.0349
C -0.1032 -4.3434 -3.5976
C -0.1892 -4.9563 -2.3537
C 0.0637 -4.1877 -1.2252
C 0.3932 -2.8440 -1.3291
O 0.6155 -2.1397 -0.2141
C 0.4850 -2.2160 -2.5949
C 0.8104 -0.8429 -2.7673
N 1.0525 0.0285 -1.7768
C 1.2998 1.3336 -2.0778
C 1.3060 1.9275 -3.3503
C 1.5344 3.2959 -3.5001
C 1.7613 4.1266 -2.4290
C 1.7690 3.5765 -1.1263
C 2.0110 4.3378 0.0348
C 2.0309 3.7302 1.2605
C 1.7892 2.3562 1.3435
N 1.5311 1.6141 0.2766
C 1.5378 2.1914 -0.9548
C 0.2246 -3.0148 -3.7291
H -0.4419 -6.0038 -2.2744
H 0.0161 -4.6232 -0.2349
H 0.8635 -0.5041 -3.7951
H 1.1305 1.3377 -4.2367
H 1.5315 3.7112 -4.5014
H 1.9429 5.1851 -2.5626
H 2.1949 5.4014 -0.0638
H 2.2340 4.2862 2.1652
H 1.8186 1.8368 2.2910
H 0.2860 -2.5692 -4.7140
S 1.9351 -0.7350 2.5408
C 3.5580 -0.7616 1.9126
S 3.5846 -0.7185 0.1889
C 4.6775 -0.7526 2.7161
C 4.5685 -0.7312 4.1373
N 4.4941 -0.7031 5.2876
C 5.9920 -0.7503 2.1649
N 7.0633 -0.7538 1.7396
C -3.3764 -1.5392 2.2312
C -2.0185 -1.7083 1.5446
C -1.0615 -2.4412 2.4860
P -1.3048 -0.1559 0.7771
C -2.0116 1.2078 1.8185
C -1.3458 1.1495 3.1974
C -1.8245 2.6034 1.2195
C -2.1923 -0.1595 -0.8585
C -1.9793 1.1209 -1.6732
C -3.6762 -0.5225 -0.8719
H -3.7899 -2.5250 2.4584
H -4.1077 -1.0018 1.6302
H -3.2703 -1.0113 3.1806
H -2.1493 -2.3507 0.6658
H -0.7992 -1.8411 3.3584
H -0.1364 -2.7162 1.9882
H -1.5457 -3.3529 2.8484
H -3.0838 1.0259 1.9369
H -0.2669 1.2897 3.1136
H -1.5084 0.2002 3.7052
H -1.7429 1.9435 3.8349
H -0.7895 2.7832 0.9268
H -2.0887 3.3532 1.9702
H -2.4540 2.7702 0.3495
H -1.6468 -0.9621 -1.3683
H -2.7923 1.8275 -1.4970
H -1.9765 0.8839 -2.7395
H -1.0402 1.6204 -1.4490
H -4.2701 0.2088 -0.3170
H -3.8758 -1.5130 -0.4651
H -4.0338 -0.5149 -1.9051
```



C50H44AlBN14O3 as an isolated structure at a distorted geometry. Source: the OMol25 dataset; level of theory: wB97M-V/def2-TZVPD.

Summary:
- highest occupied orbital energy (spin up / spin down) (eV) = -13.15 / -13.15
- largest force on an atom (eV Å⁻¹) = 3.90
- net charge = +2

XYZ file:
```
113
C50H44AlBN14O3, DFT wB97M-V/def2-TZVPD
Al -1.0525 0.5059 0.1985
C -4.6021 4.5426 0.4591
C -4.1374 3.2059 -0.0436
C -4.2998 2.7770 -1.4171
C -3.3837 1.7331 -1.5108
N -2.6561 1.6130 -0.4102
N -3.2507 2.3956 0.4919
B -2.9408 2.1691 1.9974
N -3.2100 0.6848 2.2955
N -2.4713 -0.2675 1.6083
C -2.6176 -1.4411 2.2147
C -3.4637 -1.3114 3.2603
C -3.8037 0.0385 3.3300
C -4.7883 0.6609 4.2945
C -1.8354 -2.6319 1.9613
C 0.8465 -2.7123 0.2957
C 0.5796 -4.0241 0.2697
C 0.1790 -4.9579 1.3669
C -0.6646 -4.7656 2.4155
C -1.4025 -3.5533 2.8257
N -1.4276 2.5501 2.2933
N -0.5922 2.1725 1.4113
C 0.6061 2.7048 1.7175
C 0.4313 3.5740 2.8325
C -0.8914 3.3847 3.2210
C -1.6601 3.8408 4.4349
C 1.8455 2.8028 1.0097
C 2.6825 3.8791 1.1598
C 3.9282 3.9751 0.4533
C 4.2661 3.1534 -0.6502
C 3.5110 2.0468 -0.9206
C 2.4109 1.7067 0.0667
C -3.2859 0.9899 -2.7972
C -4.4564 0.3232 -3.1815
C -4.5605 -0.2115 -4.4711
C -3.5529 -0.2310 -5.3624
C -2.3575 0.3421 -4.8947
C -2.2523 1.0043 -3.6802
H -5.1345 5.0125 -0.3559
H -3.6998 5.1931 0.5186
H -5.1654 4.5636 1.4603
H -4.9651 3.1672 -2.1929
H -3.8103 2.7295 2.6087
H -3.8044 -2.1205 3.8759
H -4.2681 0.7863 5.2537
H -5.7570 0.1225 4.3675
H -4.9916 1.6378 4.0408
H 1.1105 -2.1119 -0.6218
H 0.7388 -4.5600 -0.6596
H 0.4930 -5.9846 1.3505
H -0.9728 -5.6822 2.8441
H -1.5531 -3.5847 3.8755
H 1.2420 4.1504 3.3189
H -0.9862 4.3797 5.0893
H -2.0728 2.9990 5.0047
H -2.5768 4.3870 4.2288
H 2.3483 4.7354 1.7269
H 4.5696 4.9224 0.5476
H 5.1182 3.4634 -1.2648
H 3.6318 1.5527 -1.8866
H 3.0622 1.2224 0.8778
H -5.3789 0.4279 -2.5624
H -5.5531 -0.5514 -4.6732
H -3.6684 -0.6451 -6.3429
H -1.3856 0.4634 -5.4531
H -1.2928 1.5068 -3.4416
C -0.0686 -2.7661 -4.0928
N -0.7842 -2.1258 -2.9318
C -0.4714 -1.0328 -2.2776
N -1.2856 -0.8987 -1.2595
C -2.1577 -1.9769 -1.3301
N -1.8632 -2.7387 -2.3832
C 1.1508 -1.9739 -4.4246
C 1.1866 -1.2819 -5.6615
C 2.2111 -0.4447 -5.9600
C 3.1301 -0.1623 -5.0027
C 3.1854 -0.8893 -3.8188
C 2.2789 -1.9159 -3.5906
C 4.1957 -0.6951 -2.8375
N 5.2197 0.0726 -2.6940
N 5.6885 -0.0554 -1.4114
C 4.9688 -0.9891 -0.8659
O 3.9996 -1.3962 -1.6630
C 4.9973 -1.3438 0.5365
C 6.1423 -1.1457 1.3216
C 6.0011 -1.3902 2.6904
C 4.9000 -1.9494 3.2754
C 3.7963 -2.2881 2.4281
C 2.5403 -2.7593 3.0308
N 1.3441 -2.0417 2.6912
C 0.8384 -1.8328 1.4622
N 0.1276 -0.6784 1.4865
C 0.2635 -0.1929 2.7561
N 1.0155 -0.9120 3.5474
C 3.9082 -2.0320 1.0463
H -0.6950 -2.8162 -4.9811
H 0.1335 -3.7650 -3.7046
H 0.2874 -0.2913 -2.5128
H -2.8865 -2.1323 -0.5449
H 0.3958 -1.6323 -6.3223
H 2.2400 0.1022 -6.9312
H 3.8578 0.6146 -5.2912
H 2.4446 -2.5661 -2.7875
H 7.0535 -0.7795 0.8912
H 6.8780 -1.0847 3.3177
H 4.9526 -2.1548 4.3447
H 2.5180 -2.5706 4.0752
H 2.3216 -3.8385 2.8347
H -1.4889 -2.7506 0.9242
H -0.3123 0.6857 3.0546
H 3.0039 -2.1690 0.5396
O 0.3071 1.3560 -0.7264
O 1.5826 0.7775 -0.3277
```



An isolated molecule of C3H2ClFO2 at a distorted geometry. Source: the OMol25 dataset; level of theory: wB97M-V/def2-TZVPD.

Summary:
- highest occupied orbital energy (eV) = -10.36
- largest force on an atom (eV Å⁻¹) = 6.78
- net charge = 0
- energy relative to the best compared isomer or geometry (same formula, charge and spin) (kcal per mole) = 49.54

XYZ file:
```
9
C3H2ClFO2, DFT wB97M-V/def2-TZVPD
O -2.1149 1.0414 -0.9001
C -1.4140 0.2419 -0.4062
C 0.0218 0.6194 0.1172
O 0.1911 1.8682 -0.1046
C 1.0800 -0.4012 0.4916
F 0.2191 -1.5247 0.8132
Cl 2.1775 -1.0169 -0.7437
H -1.9110 -0.7929 -0.3808
H 1.7504 -0.0352 1.1133
```



An isolated molecule of C5H6O. Source: the OMol25 dataset; level of theory: wB97M-V/def2-TZVPD.

Summary:
- highest occupied orbital energy (eV) = -9.79
- largest force on an atom (eV Å⁻¹) = 0.73
- net charge = 0
- energy relative to the best compared isomer or geometry (same formula, charge and spin) (kcal per mole) = 74.84

XYZ file:
```
12
C5H6O, DFT wB97M-V/def2-TZVPD
C 2.3064 -1.0284 -0.0276
C 1.2790 -0.4461 -0.2720
C -0.0212 0.1681 -0.0088
C -1.1871 -0.8399 0.0093
C -0.3256 1.6032 -0.1592
O 0.2338 1.1266 1.0421
H 3.2407 -1.4602 0.2574
H -0.8069 -1.8213 -0.3034
H -1.9528 -0.5143 -0.7099
H -1.6422 -0.9289 1.0021
H -1.3649 1.8960 -0.0018
H 0.2409 2.2451 -0.8282
```



A 2-piece molecular cluster, H5N2PS overall at a distorted geometry. Source: the OMol25 dataset; level of theory: wB97M-V/def2-TZVPD.

Summary:
- highest occupied orbital energy (eV) = -9.32
- largest force on an atom (eV Å⁻¹) = 3.41
- net charge = 0
- energy relative to the best compared isomer or geometry (same formula, charge and spin) (kcal per mole) = 25.78

XYZ file:
```
9
H5N2PS, DFT wB97M-V/def2-TZVPD
H -1.2133 1.1323 1.6164
N -0.7283 1.1958 0.6910
P -1.4305 0.7050 -0.5693
N -0.0998 0.5358 -1.5389
H -0.3334 0.2585 -2.4919
H 0.7149 0.1060 -1.2143
S 0.6685 -1.8094 1.1106
H 0.4922 -0.5369 1.1878
H 1.9296 -1.5872 1.2086
```



C17H27CdNSi2 as an isolated structure. Source: the OMol25 dataset; level of theory: wB97M-V/def2-TZVPD.

Summary:
- highest occupied orbital energy (eV) = -8.07
- largest force on an atom (eV Å⁻¹) = 0.97
- net charge = 0

XYZ file:
```
48
C17H27CdNSi2, DFT wB97M-V/def2-TZVPD
Cd -0.2409 0.0212 1.7269
C -2.4009 -1.1242 3.2670
C -1.1545 -0.7550 3.7947
C -1.1153 0.6901 3.8182
C -2.3443 1.1423 3.3036
C -3.1151 0.0352 2.9601
H -2.7622 -2.1369 3.1733
H -0.4667 -1.3981 4.3328
H -0.4106 1.2776 4.3952
H -2.6497 2.1769 3.2443
H -4.1194 0.0710 2.5661
C 0.0855 -2.0065 -2.9874
Si -0.3049 -1.6466 -1.1447
C 0.4977 -3.0285 -0.0909
C -2.1940 -1.7833 -0.9345
C 0.2979 -0.0012 -0.4131
C 1.7538 -0.0004 -0.2040
C 2.6657 0.0111 -1.2644
C 4.0179 0.0209 -1.0029
C 4.4500 0.0110 0.3193
C 3.4929 -0.0048 1.3156
N 2.1895 -0.0076 1.0635
Si -0.3045 1.6395 -1.1534
C 0.5044 3.0182 -0.0992
C 0.0879 1.9906 -2.9969
C -2.1932 1.7916 -0.9491
H -0.3174 -2.9749 -3.2701
H 1.1504 -2.0258 -3.1941
H -0.3651 -1.2648 -3.6383
H 0.1017 -4.0061 -0.3463
H 0.3038 -2.8586 0.9707
H 1.5740 -3.0633 -0.2308
H -2.5125 -2.8112 -1.0719
H -2.7189 -1.1801 -1.6654
H -2.5113 -1.4643 0.0573
H 2.2827 0.0134 -2.2712
H 4.7314 0.0360 -1.8148
H 5.5001 0.0155 0.5621
H 3.7737 -0.0145 2.3626
H 1.5772 3.0654 -0.2600
H 0.3348 2.8329 0.9645
H 0.0938 3.9951 -0.3326
H 1.1530 2.0110 -3.2027
H -0.3171 2.9559 -3.2871
H -0.3598 1.2428 -3.6430
H -2.5166 1.5024 0.0498
H -2.7204 1.1722 -1.6643
H -2.5043 2.8175 -1.1157
```



An isolated molecule of C19H17ClF6N2O5S. Source: the OMol25 dataset; level of theory: wB97M-V/def2-TZVPD.

Summary:
- highest occupied orbital energy (eV) = -9.11
- largest force on an atom (eV Å⁻¹) = 0.92
- net charge = 0

XYZ file:
```
51
C19H17ClF6N2O5S, DFT wB97M-V/def2-TZVPD
O -0.1447 -0.7865 -2.1419
C -0.7162 -0.3364 -1.1606
N -1.8737 -0.8555 -0.7115
C -2.5741 -1.8664 -1.4701
C -2.1806 -3.2987 -1.0927
N -0.7638 -3.5442 -1.2117
S 0.1120 -3.9104 0.1391
O 1.3536 -4.4651 -0.3001
O -0.7506 -4.6795 0.9889
C 0.4827 -2.3813 1.0164
C 1.7052 -1.7684 0.8242
C 2.0394 -0.6581 1.5811
C 1.1316 -0.1775 2.5135
Cl 1.5502 1.1916 3.4701
C -0.1009 -0.7868 2.7020
C -0.4177 -1.9045 1.9501
C -0.1574 0.8460 -0.4325
C 1.1166 1.2292 -0.8529
C 1.7514 2.3351 -0.3196
O 2.9808 2.8105 -0.6890
C 3.7221 2.1758 -1.6885
C 4.5151 0.9668 -1.1594
F 4.8763 1.1259 0.1164
F 5.6354 0.7882 -1.8712
F 3.8351 -0.1849 -1.2252
C 1.1084 3.0682 0.6775
C -0.1459 2.6973 1.1053
C -0.7962 1.5974 0.5546
O -2.0514 1.2225 1.0366
C -3.0608 2.1931 1.0147
C -3.6729 2.3194 -0.3869
F -4.6687 3.2144 -0.3951
F -4.1828 1.1592 -0.8175
F -2.7780 2.7164 -1.2977
H -2.2750 -0.5172 0.1480
H -3.6475 -1.7279 -1.3298
H -2.3239 -1.7061 -2.5233
H -2.4533 -3.5397 -0.0633
H -2.7194 -3.9863 -1.7559
H -0.2803 -2.9707 -1.8878
H 2.3907 -2.1820 0.1024
H 2.9998 -0.1809 1.4708
H -0.7864 -0.4029 3.4406
H -1.3438 -2.4347 2.1046
H 1.5568 0.6096 -1.6185
H 4.4563 2.9144 -2.0268
H 3.1116 1.8496 -2.5384
H 1.6129 3.9180 1.1066
H -0.6185 3.2601 1.8958
H -3.8472 1.8560 1.6959
H -2.7126 3.1879 1.3128
```